# 1
The following is a quantum chemistry calculation of a cluster of 8 separate species, C26H56NO12 in total, from OMol25.

Last columns: bonded neighbours and bond lengths (Å).
Geometry (Å):
1 O -2.143 1.411 0.125  C35 1.276
2 O 1.331 -2.515 -1.584  C15 1.303
3 O -3.843 1.929 -1.325  C35 1.300, C39 1.478
4 O -0.517 0.662 3.292  C23 1.318
5 O 2.963 -1.482 2.572  C19 1.447, C32 1.363
6 O 2.368 1.737 0.776  C29 1.222
7 O 1.739 0.687 -4.218  C17 1.431, C31 1.428
8 O 1.185 1.059 -1.949  C31 1.197
9 O 4.062 -1.853 4.493  C32 1.222
10 O 2.100 3.758 1.774  C21 1.396, C29 1.275
11 O -3.632 -2.834 -1.006  C14 1.367, C36 1.393
12 O -2.924 -1.503 0.747  C36 1.253
13 N 0.225 -0.324 0.555  H72 0.891, H79 1.173, H82 0.989, H87 0.968
14 C -2.408 -3.371 -1.291  O11 1.367, C38 1.456, H47 1.060, H93 1.056
15 C 1.738 -3.292 -2.547  O2 1.303, C30 1.466, C37 1.518
16 C -3.798 1.569 -3.792  C39 1.516, H63 1.012, H74 1.116, H84 1.050
17 C 0.377 0.606 -4.650  O7 1.431, C25 1.507, H89 1.005, H92 1.131
18 C -2.293 -0.107 4.668  C23 1.413, H49 1.185, H61 0.965, H73 1.139
19 C 4.185 -1.144 1.874  O5 1.447, C22 1.671, H58 1.208, H59 1.092
20 C 1.673 -2.192 4.545  C32 1.525, H46 1.040, H53 1.009, H67 1.031
21 C 1.046 3.351 2.594  O10 1.396, C26 1.553, H41 1.024, H86 1.010
22 C 3.720 -1.259 0.273  C19 1.671, H45 1.023, H52 1.112, H62 1.039
23 C -1.142 0.683 4.452  O4 1.318, C18 1.413, C33 1.588
24 C -5.273 -1.651 0.278  C36 1.466, H40 1.197, H48 1.168, H95 1.101
25 C -0.154 1.962 -5.036  C17 1.507, H42 0.972, H44 1.082, H65 1.015
26 C 0.446 4.522 3.419  C21 1.553, H66 1.070, H78 0.906, H83 0.944
27 C -4.124 2.564 1.015  C35 1.579, H56 1.161, H68 1.094, H91 1.077
28 C 3.463 1.029 -2.453  C31 1.533, H64 1.007, H85 1.106, H90 1.102
29 C 2.607 2.922 0.956  O6 1.222, O10 1.275, C34 1.507
30 C 1.858 -2.791 -3.919  C15 1.466, H51 1.002, H57 1.144, H76 1.237
31 C 1.981 0.959 -2.837  O7 1.428, O8 1.197, C28 1.533
32 C 2.997 -1.806 3.895  O5 1.363, O9 1.222, C20 1.525
33 C -0.712 1.714 5.580  C23 1.588, H54 1.281, H69 1.257, H70 1.073
34 C 3.887 3.405 0.323  C29 1.507, H71 1.130, H77 1.147, H94 1.244
35 C -3.293 1.893 -0.148  O1 1.276, O3 1.300, C27 1.579
36 C -3.864 -2.013 0.095  O11 1.393, O12 1.253, C24 1.466
37 C 2.347 -4.642 -2.214  C15 1.518, H50 1.030, H55 1.060, H75 1.076
38 C -2.519 -4.519 -2.179  C14 1.456, H60 1.082, H81 1.208, H88 0.977
39 C -3.075 1.398 -2.471  O3 1.478, C16 1.516, H43 1.150, H80 0.967
40 H -5.546 -1.789 1.435  C24 1.197
41 H 0.343 2.781 2.116  C21 1.024
42 H -0.182 2.558 -4.269  C25 0.972
43 H -2.622 0.364 -2.253  C39 1.150
44 H 0.623 2.636 -5.371  C25 1.082
45 H 3.565 -2.220 -0.042  C22 1.023
46 H 1.852 -2.814 5.359  C20 1.040
47 H -2.028 -3.657 -0.344  C14 1.060
48 H -6.020 -2.064 -0.520  C24 1.168
49 H -2.630 -0.998 3.963  C18 1.185
50 H 1.640 -5.375 -2.371  C37 1.030
51 H 2.751 -2.339 -3.881  C30 1.002
52 H 4.543 -0.995 -0.426  C22 1.112
53 H 1.173 -2.797 3.911  C20 1.009
54 H 0.267 2.380 5.092  C33 1.281
55 H 3.271 -4.979 -2.609  C37 1.060
56 H -3.417 3.064 1.788  C27 1.161
57 H 1.085 -1.953 -4.013  C30 1.144
58 H 5.014 -2.011 2.014  C19 1.208
59 H 4.219 -0.058 1.987  C19 1.092
60 H -1.677 -5.129 -2.477  C38 1.082
61 H -2.093 -0.669 5.426  C18 0.965
62 H 2.994 -0.518 0.209  C22 1.039
63 H -4.696 1.118 -3.670  C16 1.012
64 H 3.631 1.166 -1.470  C28 1.007
65 H -0.869 1.971 -5.757  C25 1.015
66 H 1.279 4.947 3.939  C26 1.070
67 H 1.157 -1.398 4.954  C20 1.031
68 H -4.758 1.814 1.496  C27 1.094
69 H -1.641 2.560 5.567  C33 1.257
70 H -0.496 1.090 6.426  C33 1.073
71 H 4.022 4.480 0.643  C34 1.130
72 H 0.341 -0.630 -0.274  N13 0.891
73 H -3.048 0.666 5.028  C18 1.139
74 H -3.389 0.973 -4.642  C16 1.116
75 H 2.594 -4.475 -1.180  C37 1.076
76 H 1.914 -3.527 -4.912  C30 1.237
77 H 4.734 2.642 0.447  C34 1.147
78 H -0.029 4.009 3.996  C26 0.906
79 H 1.033 -0.538 1.378  N13 1.173
80 H -2.202 1.792 -2.603  C39 0.967
81 H -2.754 -4.101 -3.288  C38 1.208
82 H -0.704 -0.390 0.889  N13 0.989
83 H 0.040 5.257 2.987  C26 0.944
84 H -4.074 2.557 -4.015  C16 1.050
85 H 4.139 0.233 -2.818  C28 1.106
86 H 1.462 2.602 3.129  C21 1.010
87 H 0.142 0.612 0.787  N13 0.968
88 H -3.180 -5.208 -1.973  C38 0.977
89 H -0.166 0.079 -3.989  C17 1.005
90 H 3.970 1.873 -2.947  C28 1.102
91 H -4.692 3.422 0.698  C27 1.077
92 H 0.315 0.138 -5.678  C17 1.131
93 H -1.940 -2.542 -1.747  C14 1.056
94 H 3.644 3.438 -0.897  C34 1.244
95 H -5.478 -0.582 0.111  C24 1.101

Values from the calculation:
charge: +1
E_HOMO: -12.16 eV
multiplicity: 1

Results of the Mulliken charge analysis, in e, for atoms 1 through 4: atom 1 (O): -0.40, atom 2 (O): -0.46, atom 3 (O): -0.34, atom 4 (O): -0.31

# 2
The following is a quantum chemistry calculation of the molecule C9H11OPS, from OMol25.

Last columns: bonded neighbours and bond lengths (Å).
Geometry (Å):
1 S 1.239 3.099 -0.093  P2 1.900
2 P 0.982 1.217 -0.107  S1 1.900, C5 1.881, C9 1.877
3 O 1.871 -0.659 -1.596  C10 1.343
4 C -2.546 -0.632 -1.047  C7 1.357, C12 1.368, H20 1.066
5 C -0.845 0.771 -0.169  P2 1.881, C11 1.379, C12 1.409
6 C 2.219 -1.213 0.728  C9 1.407, C10 1.596, H14 1.111, H21 1.121
7 C -3.456 0.080 -0.335  C4 1.357, C8 1.407, H23 1.036
8 C -3.089 1.216 0.411  C7 1.407, C11 1.355, H16 1.084
9 C 1.892 0.103 1.100  P2 1.877, C6 1.407, H13 1.087, H17 1.103
10 C 2.791 -1.171 -0.761  O3 1.343, C6 1.596, H19 1.076, H22 1.102
11 C -1.777 1.544 0.489  C5 1.379, C8 1.355, H18 1.171
12 C -1.226 -0.275 -1.033  C4 1.368, C5 1.409, H15 1.093
13 H 2.809 0.492 1.537  C9 1.087
14 H 1.367 -1.925 0.679  C6 1.111
15 H -0.606 -0.963 -1.613  C12 1.093
16 H -3.820 1.848 0.903  C8 1.084
17 H 1.220 0.256 1.960  C9 1.103
18 H -1.623 2.512 1.131  C11 1.171
19 H 3.833 -0.907 -0.802  C10 1.076
20 H -2.814 -1.486 -1.626  C4 1.066
21 H 3.046 -1.483 1.435  C6 1.121
22 H 2.983 -2.236 -0.969  C10 1.102
23 H -4.450 -0.188 -0.221  C7 1.036

Values from the calculation:
E_HOMO (alpha / beta): -8.61 / -8.61 eV
multiplicity: 1

Results of the Mulliken charge analysis, in e, for atoms 1 through 4: atom 1 (S): -0.32, atom 2 (P): 0.56, atom 3 (O): -0.65, atom 4 (C): -0.55

Table of max |F| (eV/Å), in record order: 11.50; 4.54
Table of relative energy (zero: lowest compared OMol25 entry of this formula, charge and spin) (kcal/mol), in record order: 66.7; 68.1
Table of M (g mol⁻¹), in record order: 574.7; 198.2